# C33H41CsN4O2

A structure of composition C33H41CsN4O2 at a distorted geometry (wB97M-V/def2-TZVPD, OMol25).

The geometry in ORCA input format:
```
! wB97M-V def2-TZVPD RIJCOSX def2/J DEFGRID3
* xyz 0 1
Cs 0.018 0.076 0.604
C 6.209 0.761 2.330
C 6.223 0.952 0.809
C 5.438 2.203 0.392
C 5.812 -0.293 0.031
C 6.775 -0.904 -0.760
C 6.495 -2.039 -1.510
C 5.214 -2.552 -1.490
C 4.209 -1.977 -0.713
C 2.806 -2.549 -0.836
C 2.319 -2.518 -2.291
C 2.703 -3.962 -0.261
C 4.514 -0.856 0.085
N 3.569 -0.212 0.897
C 2.866 -0.788 1.792
C 1.979 -0.011 2.625
C 2.116 1.357 2.913
C 1.007 1.692 3.693
C 0.236 0.509 3.807
N 0.827 -0.517 3.172
C -1.071 0.354 4.554
C -0.802 0.391 6.065
C -1.722 -0.981 4.193
C -2.035 1.493 4.188
H 6.588 1.659 2.828
H 6.844 -0.080 2.621
H 5.200 0.570 2.697
H 7.262 1.128 0.523
H 4.384 2.101 0.654
H 5.517 2.362 -0.687
H 5.844 3.085 0.897
H 7.774 -0.481 -0.782
H 7.268 -2.509 -2.107
H 4.981 -3.422 -2.096
H 2.130 -1.916 -0.269
H 2.876 -3.226 -2.909
H 2.446 -1.525 -2.726
H 1.262 -2.792 -2.349
H 3.389 -4.639 -0.777
H 1.690 -4.355 -0.377
H 2.956 -3.978 0.802
H 2.939 -1.866 1.979
H 2.961 1.986 2.664
H 0.801 2.655 4.142
H -0.166 -0.447 6.360
H -1.741 0.330 6.627
H -0.291 1.316 6.344
H -1.028 -1.808 4.347
H -2.032 -0.994 3.141
H -2.614 -1.142 4.807
H -1.618 2.469 4.448
H -2.984 1.374 4.723
H -2.248 1.495 3.112
O -7.282 3.239 1.439
C -6.589 2.245 2.184
C -5.408 1.795 1.372
C -5.149 0.456 1.141
C -4.013 0.112 0.421
N -3.152 1.000 -0.069
C -3.414 2.296 0.140
C -4.524 2.729 0.851
C -2.440 3.292 -0.401
C -2.886 4.489 -0.940
C -1.959 5.417 -1.394
C -2.413 6.706 -2.016
O -3.544 7.179 -1.296
C -0.614 5.106 -1.278
C -0.258 3.880 -0.735
N -1.144 2.983 -0.309
H -8.026 3.554 1.960
H -7.228 1.389 2.409
H -6.226 2.654 3.132
H -5.812 -0.315 1.517
H -3.787 -0.933 0.230
H -4.692 3.787 1.016
H -3.946 4.705 -1.006
H -2.675 6.514 -3.062
H -1.594 7.426 -2.004
H -3.819 8.021 -1.667
H 0.152 5.805 -1.596
H 0.789 3.615 -0.623
*
```

As for the calculated total energy: -45490.3070 eV.

# C33H41F10NO28

A cluster of 10 separate species, C33H41F10NO28 in total (wB97M-V/def2-TZVPD, OMol25).

The geometry in ORCA input format:
```
! wB97M-V def2-TZVPD RIJCOSX def2/J DEFGRID3
* xyz 0 1
O 2.026 0.602 1.925
C 2.144 1.771 2.115
O 3.006 2.343 2.965
C 2.943 3.768 2.808
C 1.583 3.957 2.154
F 1.581 4.947 1.234
O 1.397 2.714 1.491
H 3.713 4.087 2.106
H 3.058 4.239 3.779
H 0.743 4.117 2.832
O -3.298 -1.642 1.737
C -2.702 -0.662 1.409
O -2.401 -0.353 0.133
C -1.875 0.979 0.101
C -1.399 1.170 1.530
F -1.606 2.430 1.980
O -2.251 0.286 2.253
H -2.685 1.678 -0.117
H -1.090 1.043 -0.645
H -0.364 0.883 1.706
O 4.447 3.891 -0.021
C 4.229 3.138 -0.914
O 4.813 3.168 -2.124
C 4.452 1.979 -2.841
C 3.179 1.551 -2.131
F 3.075 0.207 -2.010
O 3.335 2.117 -0.844
H 5.224 1.223 -2.687
H 4.322 2.208 -3.892
H 2.259 1.932 -2.577
O -7.220 -0.318 -2.873
C -6.939 -0.870 -1.854
O -6.211 -0.330 -0.866
C -6.180 -1.244 0.242
C -6.516 -2.560 -0.431
F -7.272 -3.372 0.345
O -7.273 -2.150 -1.562
H -6.956 -0.972 0.958
H -5.201 -1.241 0.706
H -5.651 -3.119 -0.786
O -1.982 -1.532 -6.086
C -2.837 -1.812 -5.320
O -3.989 -2.453 -5.624
C -4.675 -2.770 -4.414
C -4.081 -1.768 -3.439
F -3.932 -2.291 -2.189
O -2.812 -1.512 -3.987
H -4.411 -3.782 -4.100
H -5.747 -2.672 -4.558
H -4.637 -0.832 -3.355
O 4.071 -3.377 5.732
C 4.800 -4.161 5.231
O 5.011 -4.282 3.898
C 6.084 -5.198 3.679
C 6.092 -5.996 4.972
F 7.346 -6.320 5.368
O 5.533 -5.091 5.901
H 7.023 -4.647 3.589
H 5.891 -5.780 2.784
H 5.490 -6.906 4.956
O 3.992 2.289 -6.097
C 3.904 3.370 -6.580
O 4.230 3.687 -7.847
C 3.811 5.029 -8.106
C 3.711 5.617 -6.708
F 2.669 6.469 -6.584
O 3.470 4.471 -5.912
H 2.821 5.017 -8.565
H 4.532 5.516 -8.754
H 4.613 6.113 -6.346
O -10.957 5.012 -3.050
C -10.614 3.879 -3.051
O -9.350 3.442 -3.246
C -9.302 2.036 -2.995
C -10.754 1.628 -3.170
F -11.125 0.661 -2.294
O -11.451 2.816 -2.873
H -9.002 1.863 -1.959
H -8.603 1.558 -3.670
H -11.023 1.300 -4.176
O -7.881 -0.102 4.723
C -7.190 -1.060 4.639
O -6.733 -1.588 3.478
C -5.776 -2.609 3.782
C -6.170 -2.994 5.197
F -5.098 -3.310 5.961
O -6.757 -1.807 5.689
H -4.768 -2.193 3.775
H -5.861 -3.409 3.052
H -6.897 -3.805 5.272
C 5.726 -0.391 4.887
C 5.655 0.676 3.795
C 6.850 0.682 2.839
F 7.540 1.897 2.967
C 6.489 0.497 1.368
O 6.583 -0.884 1.069
C 5.570 -1.398 0.230
C 5.577 -2.907 0.398
N 4.505 -3.624 -0.272
H 4.940 -0.269 5.631
H 5.602 -1.385 4.457
H 6.685 -0.357 5.411
H 5.597 1.673 4.234
H 4.744 0.531 3.214
H 7.556 -0.113 3.098
H 5.465 0.834 1.166
H 7.171 1.086 0.745
H 4.591 -0.988 0.512
H 5.750 -1.127 -0.823
H 5.507 -3.107 1.464
H 6.542 -3.296 0.059
H 3.617 -3.458 0.190
H 4.378 -3.314 -1.230
*
```

As for the calculated total energy: -120882.2604 eV. As for the SMILES: O=C1OC[C@@H](F)O1.O=C1OC[C@@H](F)O1.O=C1OC[C@@H](F)O1.O=C1OC[C@@H](F)O1.O=C1OC[C@@H](F)O1.O=C1OC[C@@H](F)O1.O=C1OC[C@@H](F)O1.O=C1OC[C@@H](F)O1.O=C1OC[C@@H](F)O1.CC[C@H](F)COCCN.

# C33H41NO10P4S3W

A structure of composition C33H41NO10P4S3W (wB97M-V/def2-TZVPD, OMol25).

The geometry in ORCA input format:
```
! wB97M-V def2-TZVPD RIJCOSX def2/J DEFGRID3
* xyz 0 1
W 0.878 -0.721 -0.135
S -0.361 -2.692 0.985
P -1.768 -1.279 1.335
C -0.741 0.015 0.660
P 0.750 1.448 0.902
S 2.696 0.466 0.964
C 0.973 2.967 -0.045
C 2.127 3.213 -0.780
C 2.245 4.383 -1.515
C 1.224 5.321 -1.501
C 0.068 5.079 -0.769
C -0.068 3.897 -0.059
C 0.692 1.808 2.688
C 0.726 0.755 3.600
C 0.685 1.003 4.961
C 0.625 2.310 5.430
C 0.609 3.360 4.528
C 0.644 3.113 3.160
C -3.379 -1.464 0.555
C -4.570 -1.325 1.266
C -5.784 -1.455 0.608
C -5.812 -1.733 -0.752
C -4.627 -1.885 -1.460
C -3.411 -1.755 -0.810
C -2.049 -0.957 3.082
C -1.652 -1.879 4.044
C -1.854 -1.597 5.388
C -2.433 -0.394 5.766
C -2.809 0.536 4.805
C -2.620 0.258 3.462
H 2.924 2.482 -0.785
H 3.137 4.555 -2.102
H 1.324 6.238 -2.068
H -0.735 5.805 -0.763
H -0.986 3.689 0.475
H 0.802 -0.267 3.245
H 0.709 0.173 5.656
H 0.604 2.505 6.495
H 0.580 4.383 4.883
H 0.643 3.948 2.471
H -4.557 -1.122 2.329
H -6.707 -1.347 1.161
H -6.763 -1.839 -1.260
H -4.637 -2.111 -2.518
H -2.489 -1.872 -1.365
H -1.175 -2.802 3.740
H -1.551 -2.315 6.139
H -2.582 -0.174 6.815
H -3.237 1.484 5.103
H -2.886 0.992 2.710
N 0.087 -0.281 -4.903
C 1.006 -1.114 -4.033
C 1.850 -1.983 -4.960
P -0.163 -2.135 -3.021
O 0.580 -3.507 -2.742
O -1.370 -2.285 -3.861
O -0.350 -1.410 -1.687
P 2.038 0.183 -3.172
O 3.485 -0.387 -3.134
O 1.937 1.373 -4.057
O 1.458 0.376 -1.763
H -0.392 -0.877 -5.577
H 0.661 0.470 -5.309
H -0.631 0.184 -4.310
H 1.218 -2.677 -5.518
H 2.558 -2.563 -4.375
H 2.421 -1.364 -5.655
H 1.263 -3.374 -2.050
H 3.833 -0.893 -2.343
C 3.472 -4.548 0.489
C 3.727 -3.072 0.744
C 5.129 -2.803 1.262
O 2.755 -2.665 1.706
C 3.474 -2.292 -0.570
O 4.396 -1.716 -1.136
O 2.241 -2.275 -0.985
H 3.681 -5.114 1.397
H 4.112 -4.919 -0.313
H 2.430 -4.705 0.212
H 5.279 -3.342 2.198
H 5.277 -1.735 1.428
H 5.877 -3.127 0.539
H 3.039 -1.820 2.078
C -3.142 1.705 -2.600
S -1.345 1.636 -2.703
C -1.009 3.124 -3.657
O -1.030 1.330 0.861
H -3.456 2.703 -2.292
H -3.449 0.992 -1.836
H -3.620 1.444 -3.544
H -1.536 3.118 -4.613
H 0.067 3.134 -3.832
H -1.286 4.011 -3.089
*
```

As for the calculated total energy: -128348.0497 eV.

# C33H42BrCaN4O5SSb

A structure of composition C33H42BrCaN4O5SSb (wB97M-V/def2-TZVPD, OMol25).

The geometry in ORCA input format:
```
! wB97M-V def2-TZVPD RIJCOSX def2/J DEFGRID3
* xyz 0 1
Ca 0.636 -1.028 0.930
C -0.076 -2.549 3.509
C -0.574 -1.254 3.639
C 0.292 -0.208 3.943
C 1.646 -0.461 4.142
C 2.140 -1.751 4.010
C 1.281 -2.793 3.690
H -0.747 -3.368 3.283
H -1.628 -1.058 3.487
H -0.092 0.802 4.027
H 2.319 0.354 4.375
H 3.199 -1.945 4.112
H 1.674 -3.795 3.574
Br -0.755 -2.750 -2.418
C 0.935 -3.356 -1.836
C 1.572 -4.345 -2.581
C 2.806 -4.780 -2.142
C 3.363 -4.210 -1.002
C 2.665 -3.213 -0.352
N 1.446 -2.801 -0.752
C 3.271 -2.514 0.866
O 4.147 -3.076 1.496
O 2.745 -1.371 1.096
H 1.096 -4.745 -3.462
H 3.337 -5.552 -2.682
H 4.322 -4.514 -0.609
C 3.922 1.649 1.894
C 2.995 2.772 1.411
C 2.221 3.297 2.625
C 3.856 3.900 0.845
Sb 1.546 1.912 0.032
C 0.044 3.460 -0.301
C 0.590 4.878 -0.471
C -0.894 3.440 0.915
C -0.792 3.118 -1.538
C 2.576 1.681 -1.867
C 1.686 0.791 -2.742
C 2.872 2.980 -2.609
C 3.889 0.933 -1.622
H 4.511 2.033 2.732
H 4.623 1.328 1.127
H 3.388 0.757 2.225
H 2.939 3.619 3.385
H 1.589 2.530 3.078
H 1.592 4.157 2.391
H 4.525 4.249 1.637
H 3.281 4.758 0.503
H 4.491 3.561 0.024
H 1.070 5.251 0.434
H -0.243 5.552 -0.691
H 1.305 4.961 -1.291
H -0.381 3.669 1.851
H -1.391 2.473 1.037
H -1.677 4.191 0.782
H -0.244 3.261 -2.471
H -1.660 3.782 -1.567
H -1.172 2.093 -1.537
H 0.722 1.248 -2.977
H 1.494 -0.182 -2.281
H 2.196 0.598 -3.690
H 1.970 3.519 -2.902
H 3.414 2.744 -3.530
H 3.498 3.660 -2.029
H 3.753 0.032 -1.020
H 4.636 1.559 -1.132
H 4.305 0.636 -2.589
O -8.984 -4.518 -0.232
S -8.054 -4.723 -1.325
O -6.878 -5.504 -0.988
O -8.652 -5.024 -2.607
C -7.381 -3.043 -1.564
N -8.115 -2.130 -2.201
C -7.597 -0.922 -2.324
C -6.337 -0.576 -1.839
C -5.667 -1.598 -1.185
N -6.189 -2.808 -1.038
C -4.308 -1.451 -0.586
C -3.848 -2.455 0.268
C -2.580 -2.352 0.796
N -1.748 -1.340 0.516
C -2.197 -0.382 -0.297
C -3.459 -0.386 -0.861
H -8.208 -0.183 -2.833
H -5.942 0.420 -1.967
H -4.481 -3.306 0.474
H -2.196 -3.124 1.452
H -1.503 0.417 -0.545
H -3.743 0.417 -1.525
*
```

As for the calculated total energy: -156956.5952 eV.

# C33H42BrF3N3O2PS2Zr

A structure of composition C33H42BrF3N3O2PS2Zr at a distorted geometry (wB97M-V/def2-TZVPD, OMol25).

The geometry in ORCA input format:
```
! wB97M-V def2-TZVPD RIJCOSX def2/J DEFGRID3
* xyz 2 1
Zr -0.009 1.047 -0.012
C -3.501 -2.717 -4.062
C -2.748 -2.899 -2.726
N -2.890 -1.755 -1.779
C -3.782 -1.982 -0.687
C -3.139 -2.825 0.410
C -2.206 -0.639 -1.978
S -2.365 0.553 -0.695
N -1.492 -0.467 -3.060
C -0.270 -0.007 -2.936
O 0.360 0.131 -1.787
C 0.471 0.219 -4.205
C 1.860 0.216 -4.090
C 2.579 0.401 -5.297
C 1.948 0.677 -6.506
C 0.528 0.534 -6.558
C -0.196 0.333 -5.406
H -3.099 -3.422 -4.748
H -3.312 -1.722 -4.442
H -4.606 -2.773 -4.042
H -1.698 -3.083 -2.959
H -3.157 -3.779 -2.246
H -4.605 -2.535 -1.115
H -4.110 -1.021 -0.328
H -3.301 -3.876 0.138
H -3.561 -2.557 1.368
H -2.043 -2.655 0.447
H 2.282 -0.023 -3.131
H 3.674 0.424 -5.292
H 2.495 0.890 -7.420
H -0.027 0.829 -7.458
H -1.253 0.405 -5.485
C -2.209 4.299 3.775
C -2.975 3.209 3.028
S -2.065 1.701 2.454
O -1.007 2.216 1.400
C -1.150 1.354 3.923
C 0.215 2.016 4.011
H -2.978 5.048 4.088
H -1.450 4.726 3.062
H -1.675 3.942 4.654
H -3.384 3.718 2.119
H -3.835 2.774 3.546
H -0.917 0.266 3.958
H -1.797 1.588 4.789
H 0.908 1.608 3.280
H 0.573 1.687 4.971
H 0.246 3.099 4.010
C 3.507 2.287 1.653
P 2.866 1.104 0.370
C 3.792 1.635 -1.096
C 3.477 -0.514 0.884
H 4.626 2.127 1.646
H 3.036 2.227 2.686
H 3.369 3.332 1.322
H 4.847 1.688 -0.906
H 3.462 2.605 -1.505
H 3.626 0.921 -1.947
H 4.521 -0.402 1.185
H 3.557 -1.216 0.115
H 2.835 -0.861 1.718
F -0.427 -6.959 5.456
C 0.053 -6.852 4.251
F -0.748 -7.673 3.474
F 1.279 -7.408 4.319
C 0.175 -5.422 3.762
C 1.170 -5.056 2.874
C 1.192 -3.757 2.433
C 0.167 -2.865 2.747
C -0.885 -3.243 3.561
C -0.790 -4.523 4.095
C 0.201 -1.579 2.125
C 0.250 -0.561 1.481
H 1.916 -5.821 2.595
H 2.033 -3.430 1.841
H -1.703 -2.585 3.886
H -1.620 -4.841 4.668
Br 2.579 6.857 -2.963
C 1.836 5.252 -2.178
C 1.650 5.224 -0.813
C 1.008 4.134 -0.226
N 0.516 3.107 -0.992
C 0.794 3.162 -2.333
C 1.403 4.169 -2.947
H 2.136 6.014 -0.188
H 0.947 4.015 0.848
H 0.459 2.313 -2.877
H 1.561 4.222 -4.007
*
```

As for the calculated total energy: -153891.2412 eV.

no.,gap between HOMO and LUMO (Ha)
1,0.2458
2,0.3523
3,0.2650
4,0.2290
5,0.2807